1.
ORCA calculation (the ωB97M-V functional and the def2-TZVPD basis) on C19H40OP2Tc as an isolated structure at a distorted geometry.

ORCA input file:
```
! RIJCOSX wB97M-V def2-TZVPD def2/J DEFGRID3
* xyz 2 4
H -0.60 1.71 1.09
C -5.31 0.46 -4.34
C -0.22 2.10 0.15
H -5.86 0.69 -3.43
C -5.29 -1.10 -4.50
C 0.77 -0.19 2.66
C -3.02 0.89 -5.20
H 3.05 -1.57 2.68
H -5.49 -1.37 -5.54
C -3.99 1.16 -4.30
H 3.31 -1.70 0.94
H 1.37 -0.28 3.57
H 2.27 1.76 1.61
C -2.94 -2.00 -4.56
H -5.96 0.84 -5.15
H -0.08 2.07 -3.88
H -1.64 -0.33 -3.46
C 0.12 -3.06 -1.66
H -0.36 3.57 -2.96
C -4.12 -1.84 -3.91
H -3.17 -1.09 -0.88
H 0.29 0.79 2.69
H 3.48 0.65 0.88
H 1.88 -2.46 1.68
H -2.36 -3.75 0.33
H -2.47 -2.20 1.21
Tc -0.36 0.26 -1.10
O 1.12 -0.31 0.21
H -2.54 -2.18 -2.11
H -3.58 1.70 -0.53
H -2.11 -2.62 -4.17
H -3.98 2.67 -1.96
H -1.55 3.05 -4.18
C -2.32 -1.27 -1.55
C 2.74 0.78 1.66
H -2.89 3.33 -0.73
C -0.86 2.69 -3.41
H 0.80 2.45 0.33
H -3.27 -2.23 -6.68
H -1.70 -1.65 -6.22
P -1.66 1.83 -2.03
C -2.10 -0.07 -2.49
H -0.44 -3.63 -2.41
H 0.03 -0.99 2.61
C -2.76 -1.56 -5.97
C 1.73 -0.32 1.50
H -3.15 0.17 -2.79
H -0.80 3.03 0.00
H -1.03 -3.25 1.42
H -4.38 -2.42 -3.01
H -3.90 1.98 -3.58
P -0.90 -1.97 -0.60
H -2.08 1.46 -5.24
H 0.65 -3.76 -1.01
C -3.22 -0.11 -6.30
H -6.18 -1.47 -3.98
H -2.65 0.23 -7.16
C 2.54 -1.60 1.71
C -3.20 2.43 -1.25
H -4.25 -0.15 -6.65
H 3.19 0.66 2.64
H 0.86 -2.43 -2.18
C -1.78 -2.89 0.70
*
```

Values from the calculation:
⟨S²⟩: 3.78
Relative energy (zero: lowest compared OMol25 entry of this formula, charge and spin): 8.4 kcal/mol
Kohn-Sham gap (alpha / beta): 7.076 / 6.319 eV
Lowest unoccupied orbital energy (alpha / beta): -7.52 / -8.30 eV

Results of the Löwdin charge analysis, in e, for atoms 1 through 4: H 0.016; C -0.151; C -0.164; H 0.108


2.
ORCA calculation (the ωB97M-V functional and the def2-TZVPD basis) on C19H41BCdN6Si4 as an isolated structure at a distorted geometry.

ORCA input file:
```
! RIJCOSX wB97M-V def2-TZVPD def2/J DEFGRID3
* xyz 0 1
C 0.18 -2.75 -2.68
H -4.70 -0.50 0.66
H -3.07 -3.23 -2.33
C 3.25 -0.96 -0.95
C 1.77 4.23 1.71
H -4.84 -2.11 1.40
H 5.98 0.74 -0.22
H -1.16 0.95 2.82
N 2.59 -0.49 3.00
C 3.70 -1.05 4.86
C -1.25 2.90 -1.70
H 1.68 -1.89 4.29
N 2.98 2.36 1.78
H -2.74 -1.54 -3.97
Si -0.49 -1.01 -2.93
H 1.47 5.25 1.77
H -3.71 1.51 1.18
Si -2.90 -2.09 -0.09
C -4.13 -1.32 1.11
C 0.88 0.18 -3.44
N 1.68 2.02 1.47
H -1.44 -1.43 -5.17
N 4.05 0.40 0.57
H -3.56 3.17 0.55
H -0.40 -0.37 3.69
C 3.05 3.71 1.90
H 0.69 -3.09 -3.60
H -4.41 2.26 -2.15
H -1.13 -3.86 0.13
C 4.44 -0.10 4.17
H 0.49 1.18 -3.67
C -1.84 -0.98 -4.25
H -0.87 2.61 -2.68
H 5.15 1.74 2.06
H 1.64 0.29 -2.66
H -0.62 -3.48 -2.46
H -3.56 1.04 -3.11
C -3.76 -2.75 -1.62
C -3.02 2.22 0.71
Si -2.39 1.62 -0.94
C 2.53 -1.26 4.09
H -4.32 -1.97 -2.16
H -1.45 -3.09 1.70
H -0.32 -1.18 0.04
H 5.10 -0.98 -2.19
H -3.66 -0.95 2.03
C 5.04 0.23 -0.34
B 4.08 1.24 1.89
H 3.93 -1.54 5.80
H -2.60 -4.27 1.04
C 0.94 3.13 1.46
H 2.55 -1.61 -1.46
H -0.13 3.10 1.27
C -0.81 -0.08 2.71
C 4.57 -0.64 -1.33
H -1.81 3.84 -1.82
N 2.93 -0.33 0.19
H -2.14 0.04 -4.50
H -4.49 -3.51 -1.29
H 5.39 0.35 4.39
Si -1.37 -0.47 -0.83
Cd 0.87 -0.05 1.30
H 1.39 -0.19 -4.34
C -3.85 1.32 -2.09
H -4.54 0.54 -1.72
H 0.90 -2.79 -1.86
H -0.38 3.11 -1.06
H 3.99 4.18 2.12
H -2.21 2.41 1.43
C -1.92 -3.45 0.77
H -1.66 -0.72 2.49
N 3.76 0.24 3.06
*
```

Values from the calculation:
Relative energy (zero: lowest compared OMol25 entry of this formula, charge and spin): 0.0 kcal/mol
Kohn-Sham gap: 8.259 eV
Lowest unoccupied orbital energy: 0.64 eV

Results of the Löwdin charge analysis, in e, for atoms 1 through 4: C -0.226; H 0.017; H 0.019; C -0.159


3.
ORCA calculation (the ωB97M-V functional and the def2-TZVPD basis) on C19H41Br4NO7P2 as an isolated structure at a distorted geometry.

ORCA input file:
```
! RIJCOSX wB97M-V def2-TZVPD def2/J DEFGRID3
* xyz 0 1
C 6.04 -0.08 -3.07
C 4.87 -1.90 3.24
H -3.62 -3.62 -0.21
Br 4.14 -0.48 -3.01
H 7.82 -0.88 -2.17
H -1.37 -2.73 2.71
H -4.65 0.57 -3.17
C -2.38 -0.64 -2.93
H 2.65 2.44 2.01
H -0.39 4.29 0.17
H 2.79 0.09 2.14
C -1.53 -2.02 -0.44
H 6.15 0.98 -2.90
C 6.74 -0.92 -2.04
C 5.05 -0.50 3.77
C -4.53 0.00 -2.25
H -2.50 1.82 -2.67
C -1.66 1.59 -2.02
C -3.47 -2.90 0.60
H -1.83 2.00 -1.03
H -2.62 0.02 -3.77
H -7.52 -0.31 1.83
H -0.85 -1.30 1.87
H 3.60 -0.79 0.28
P -6.64 0.55 0.11
N -2.03 -2.69 0.73
H -2.57 -1.49 2.39
H 4.58 -0.36 4.74
H 1.16 -1.46 -0.27
O 0.40 3.75 1.98
C 1.92 1.92 1.39
H -0.90 5.26 1.57
H -0.76 2.09 -2.39
O -1.05 -2.67 -1.26
H 1.69 0.66 -2.42
H -4.21 0.72 -1.47
H 1.19 -0.15 1.46
C -1.63 -0.50 -0.54
H 2.30 -1.54 -1.58
H 5.10 -1.98 2.18
Br 6.39 -0.19 -0.27
P -6.17 -0.66 -1.63
H 6.10 -0.25 3.84
H 6.42 -1.95 -2.03
H -1.58 3.64 1.30
O -0.10 -0.27 -2.46
H -3.97 -1.97 0.29
C 0.99 0.22 -1.70
H 0.75 1.03 -1.00
H -5.90 -1.93 -1.07
C -0.67 4.25 1.23
H 3.15 0.74 -0.58
H -2.64 -0.23 -0.20
C 2.13 0.40 1.32
H 5.50 -2.60 3.79
Br 3.05 -2.54 3.48
C 0.54 2.34 1.89
H -0.94 -0.10 0.19
O -5.51 0.74 1.03
C -1.68 -1.98 1.97
C 2.80 -0.10 0.01
C 1.77 -0.85 -0.93
Br 4.27 0.81 2.57
H -1.85 -1.49 -3.35
H -3.88 -3.33 1.51
H -0.28 1.94 1.30
C -1.37 0.06 -1.95
O -3.59 -1.02 -2.30
O -7.15 1.99 -0.35
O -7.85 -0.11 0.94
H 2.04 2.34 0.38
H 6.38 -0.33 -4.07
H 0.44 1.94 2.91
H -7.06 2.59 0.40
*
```

Values from the calculation:
Kohn-Sham gap: 8.923 eV
Lowest unoccupied orbital energy: 0.44 eV

Results of the Löwdin charge analysis, in e, for atoms 1 through 4: C -0.667; C -0.665; H 0.092; Br 0.811


| no. | DFT total energy (eV) |
| --- | --- |
| 1 | -43153.5076 |
| 2 | -66063.3536 |
| 3 | -334935.4139 |